1.
# C30H37InN3PTe

A molecular structure, C30H37InN3PTe (ωB97M-V/def2-TZVPD, OMol25).

Properties
HOMO level in eV: -13.3
ΔE to the lowest compared entry with this formula, charge and spin in kcal per mole: 6.2
Lowest unoccupied orbital energy in eV: -4.930
HOMO-LUMO gap in eV: 8.36
Molar mass in g mol⁻¹: 713.04

ORCA input file:
```
! wB97M-V def2-TZVPD RIJCOSX def2/J DEFGRID3
* xyz 2 1
In -0.06294 -0.06360 -0.09964
C -0.69519 0.99483 2.93063
C -2.02751 0.72580 2.23540
N -1.93745 -0.44603 1.34810
C -1.85421 -1.73592 2.08238
C -0.73094 -2.63550 1.57544
N 0.51345 -1.86490 1.37276
C 1.15446 -1.40695 2.62411
C 1.57175 0.05257 2.53366
N 0.46769 0.89710 2.01109
H -0.73549 1.98483 3.38582
H -0.54317 0.29249 3.74912
H -2.81017 0.60994 2.98886
H -2.30057 1.57791 1.61645
H -2.74361 -0.45103 0.73067
H -1.71956 -1.51379 3.14080
H -2.79696 -2.27730 2.00159
H -0.58616 -3.45867 2.27935
H -1.00988 -3.06875 0.61728
H 1.17129 -2.43143 0.84694
H 0.45892 -1.55999 3.44835
H 2.03431 -2.00815 2.85353
H 1.90556 0.39730 3.51496
H 2.41040 0.15490 1.84204
H 0.84516 1.82471 1.85060
C -2.39999 -6.02890 -2.26712
C -3.31490 -5.08014 -2.69580
C -3.01773 -3.72502 -2.60187
C -1.79741 -3.32180 -2.06824
C -0.87493 -4.28347 -1.64504
C -1.17360 -5.63089 -1.74711
P -1.28473 -1.59170 -1.95413
C -2.66658 -0.55804 -2.52275
C -3.86927 -0.58131 -1.80798
C -4.89313 0.29907 -2.12387
C -4.72311 1.22207 -3.15068
C -3.53026 1.25779 -3.85540
C -2.50167 0.37610 -3.54196
C 0.05211 -1.39358 -3.16580
C -0.08552 -1.96872 -4.40337
C 0.91958 -1.85031 -5.38246
C 2.06132 -1.16498 -5.09110
C 2.25635 -0.57382 -3.81824
C 3.46882 0.10426 -3.53021
C 3.69197 0.65469 -2.30581
C 2.68950 0.56356 -1.31362
C 1.49286 -0.07106 -1.54474
C 1.24550 -0.67089 -2.82545
H -2.63621 -7.08146 -2.34643
H -4.26189 -5.39136 -3.11556
H -3.73080 -2.99703 -2.96343
H 0.09877 -3.97921 -1.27225
H -0.45071 -6.37147 -1.43212
H -4.02280 -1.31159 -1.01816
H -5.82814 0.25757 -1.58099
H -5.52478 1.90214 -3.40502
H -3.39820 1.96969 -4.65951
H -1.57980 0.40209 -4.11081
H -0.98122 -2.53359 -4.63772
H 0.78303 -2.30883 -6.35206
H 2.84723 -1.07120 -5.83060
H 4.22243 0.16708 -4.30543
H 4.62529 1.15802 -2.09128
H 2.89865 1.01141 -0.34626
C 0.54206 3.28174 -1.80307
Te -1.28175 2.60524 -0.95130
C -1.17413 3.92924 0.70839
H 1.35585 3.13171 -1.10026
H 0.41951 4.33504 -2.04049
H 0.72664 2.70773 -2.70759
H -1.12365 4.93403 0.29697
H -0.29385 3.73870 1.31692
H -2.08053 3.83301 1.30020
*
```

Löwdin population analysis, charges in e, atoms 1 to 8:
1. In 0.65
2. C -0.15
3. C -0.19
4. N -0.10
5. C -0.14
6. C -0.17
7. N -0.09
8. C -0.15

2.
# CH3NO4S2

2 unconnected molecules or ions with the total composition CH3NO4S2 (ωB97M-V/def2-TZVPD, OMol25).

Properties
HOMO level in eV: 0.2
ΔE to the lowest compared entry with this formula, charge and spin in kcal per mole: 38.6
Lowest unoccupied orbital energy in eV: 6.185
HOMO-LUMO gap in eV: 5.94
Molar mass in g mol⁻¹: 157.17

ORCA input file:
```
! wB97M-V def2-TZVPD RIJCOSX def2/J DEFGRID3
* xyz -2 1
C -1.76854 0.32304 0.56492
N 1.42947 0.91362 -1.07094
O 3.81187 -0.25166 -0.80272
O -2.08941 -1.35491 -1.43826
O 2.91484 1.27185 0.90721
O -0.71391 -2.10137 0.50195
S 2.63367 0.57335 -0.36687
S -0.89328 -1.05466 -0.59775
H -0.92729 1.18694 0.53859
H -2.70300 0.62103 0.17804
H -1.69441 -0.12723 1.58584
*
```

Löwdin population analysis, charges in e, atoms 1 to 8:
1. C -0.27
2. N -0.38
3. O -0.50
4. O -0.66
5. O -0.51
6. O -0.66
7. S 0.41
8. S 0.58

3.
# C3H7S

2 unconnected molecules or ions with the total composition C3H7S (ωB97M-V/def2-TZVPD, OMol25).

Properties
HOMO level in eV: -2.4
ΔE to the lowest compared entry with this formula, charge and spin in kcal per mole: 19.1
Lowest unoccupied orbital energy in eV: 3.830
HOMO-LUMO gap in eV: 6.27
Molar mass in g mol⁻¹: 75.16

ORCA input file:
```
! wB97M-V def2-TZVPD RIJCOSX def2/J DEFGRID3
* xyz -1 1
S -0.67498 1.85158 2.82489
H -0.28325 1.70984 4.10665
C 0.11812 0.69896 -1.07912
C 0.31222 -0.79283 -1.12709
C 0.06421 -1.58511 -0.08318
H 0.58350 1.09439 -1.98157
H 0.57666 1.16638 -0.21051
H -0.95397 0.93627 -1.03869
H 0.67523 -1.23740 -2.05857
H 0.19839 -2.66059 -0.02399
H -0.61613 -1.18150 0.67118
*
```

Löwdin population analysis, charges in e, atoms 1 to 8:
1. S -0.41
2. H -0.51
3. C -0.13
4. C -0.26
5. C -0.03
6. H 0.05
7. H 0.05
8. H 0.08

4.
# C7H9F6N3O9PdS3

A molecular structure, C7H9F6N3O9PdS3 (ωB97M-V/def2-TZVPD, OMol25).

Properties
HOMO level (spin up / spin down) in eV: -9.6 / -9.7
Lowest unoccupied orbital energy (spin up / spin down) in eV: 0.149 / -2.558
HOMO-LUMO gap (spin up / spin down) in eV: 9.78 / 7.13
Molar mass in g mol⁻¹: 595.77

ORCA input file:
```
! wB97M-V def2-TZVPD RIJCOSX def2/J DEFGRID3
* xyz 0 3
Pd 0.77483 -0.08014 -0.35537
O -1.09886 0.87687 -4.06857
C -0.02168 0.77401 -3.29571
O 0.24747 1.56139 -2.42270
C 0.90065 -0.35668 -3.73756
O 1.39628 -1.15803 -2.68676
C 0.57149 -2.29749 -2.41121
C -0.78080 -1.93525 -1.82953
O -1.68582 -2.73188 -1.82278
O -0.86663 -0.69619 -1.38402
H -1.64612 1.58959 -3.70265
H 1.76400 0.13522 -4.19106
H 0.40302 -0.96839 -4.49175
H 1.11951 -2.90127 -1.68744
H 0.42894 -2.88990 -3.31677
F -0.83157 -2.48303 4.14109
C 0.36997 -2.29440 3.61812
F 1.18827 -1.81247 4.54574
F 0.84577 -3.45053 3.16508
S 0.27622 -1.13523 2.19925
O 1.67128 -0.83734 1.86002
O -0.44423 -1.80654 1.13472
N -0.42923 0.09203 2.85298
S -1.42585 1.06529 2.09562
O -0.94091 1.43413 0.77048
O -1.78126 2.12266 2.98933
C -3.01284 0.10094 1.79396
F -3.13649 -0.17829 0.51175
F -4.03308 0.85548 2.18290
F -3.01497 -1.02118 2.50275
N 1.25265 3.29490 -0.21671
C 1.93819 2.35599 0.42599
N 1.95465 2.34262 1.75249
S 2.83054 1.15602 -0.46422
H 0.50265 3.76856 0.26689
H 1.09903 3.12178 -1.20165
H 1.27318 2.86683 2.28284
H 2.34175 1.51996 2.19447
*
```

Löwdin population analysis, charges in e, atoms 1 to 8:
1. Pd 0.91
2. O 0.15
3. C -0.51
4. O 0.03
5. C -0.10
6. O -0.17
7. C -0.10
8. C -0.61